C3H8N2O2S | the ωB97M-V functional and the def2-TZVPD basis

The geometry in XYZ format:
```
16
Properties=species:S:1:pos:R:3
O -1.1149 0.8935 0.0000
C 0.5211 -0.6350 1.4159
H -2.5870 2.2878 -0.1470
C -2.0091 1.6272 -0.8231
H 1.1896 -1.3957 -1.7987
H 3.3992 -0.3312 -0.6367
O -0.7815 -0.9850 1.8862
H 1.1805 -1.3835 1.8368
N 1.3871 -1.3920 -0.8020
C 0.5434 -0.5558 -0.0981
N -0.2304 0.1884 -0.7939
H 0.8472 0.3856 1.8221
H -2.6657 0.9374 -1.4499
S 3.0348 -1.5760 -0.3661
H -1.3421 -0.3163 1.4709
H -1.3722 2.2505 -1.5165
```

## Properties
SMILES: CO/N=C(\CO)NS
Lowest unoccupied orbital energy in eV: 0.7
E_tot in eV: -21148.48785

=====

C5H13NP | the ωB97M-V functional and the def2-TZVPD basis

The geometry in XYZ format:
```
20
Properties=species:S:1:pos:R:3
H -2.3977 -0.4963 1.7373
H -0.2788 -2.0454 -2.1042
H 1.7024 0.3559 -2.8135
H 1.0279 -1.9979 -3.1880
H -1.8031 0.0425 3.2248
C 0.7931 -0.0251 -2.2421
P 0.7381 1.6797 2.0445
H 1.8658 -0.1273 -0.4705
N -0.3031 0.5531 1.3277
H -0.2321 0.2766 -2.8176
H 1.3019 -2.0389 -1.3034
H -2.9998 1.0365 2.1367
C -0.2865 0.1446 0.1512
C 0.7075 -1.6493 -2.2354
C 0.9414 0.3759 -0.7870
H -0.9927 -0.5572 -0.2202
H 1.6142 0.7221 2.6966
C -2.3222 0.3211 2.3750
H -0.1725 1.8999 3.1497
H 1.0961 1.5293 -0.6617
```

## Properties
Lowest unoccupied orbital energy (alpha / beta) in eV: -6.1 / -6.1
E_tot in eV: -16163.36756
Total charge: +1

=====

C42H36N2O5STa | the ωB97M-V functional and the def2-TZVPD basis

The geometry in XYZ format:
```
87
Properties=species:S:1:pos:R:3
H 1.3672 -0.9250 1.9933
C -2.5211 -1.1463 -1.1945
H -4.4578 1.1332 1.6820
C -0.5768 -0.4501 -4.3090
H -3.2593 -1.5999 -1.8511
O -2.1239 0.2966 0.5714
C -0.7828 5.6551 -2.2323
H -6.9795 -2.0585 3.0117
C 0.2915 -3.9286 -1.2098
C -6.2174 -1.6830 2.3421
C -0.5287 5.4095 -0.8886
H -6.1889 0.2781 3.2168
H 5.3974 2.7502 1.8288
O 0.8016 1.1481 2.8639
C -5.6830 -2.5076 1.3682
H -0.8744 -3.3667 0.4919
C 3.7886 3.6652 -1.5497
H 5.6014 4.7261 -1.9593
C 1.7108 2.3545 -1.0208
O 1.1253 1.7391 0.1155
C 0.5882 0.5258 -2.4513
C 0.7963 3.4826 -1.4799
H -6.0548 1.6142 -3.4747
H -0.9330 6.0679 -0.1306
C -5.7737 -0.3701 2.4567
H -2.3767 2.5517 -0.3178
C 2.3417 -2.6977 -1.5320
C 3.6723 2.5490 0.5756
H 3.2617 -2.5445 -2.0807
C -0.4015 2.9537 4.3913
H -6.0263 -3.5291 1.2727
H -1.3952 3.3688 4.5437
C 0.4946 -1.1780 1.3923
C -1.5513 -0.8560 -3.4220
C -3.1598 2.3171 -1.0299
C 1.8605 1.2100 -2.0157
H -4.2986 -2.6939 -0.2443
C 4.9493 3.0045 0.8772
C -1.4402 -0.5708 -2.0734
H -0.0328 2.5086 5.3142
C 2.0478 -1.9336 -0.4193
H 0.9462 3.0955 -3.5935
H 1.3047 0.5607 -4.4528
O -0.9894 2.2934 1.9154
C 0.5031 0.2383 -3.8035
C 0.2586 4.3330 -0.5157
H 3.1273 1.9496 1.2931
C -0.2544 4.8128 -3.1960
H -5.2202 -0.1781 -2.0116
H -0.4478 4.9984 -4.2443
H 2.7528 -1.1807 -0.0840
C -3.7082 1.0444 -1.0962
H 6.6433 4.1347 0.2052
H 2.5064 0.4709 -1.5374
N 1.9210 -5.0332 -4.1016
O -1.4603 0.6523 3.6367
H 2.3859 1.5499 -2.9057
H 0.4741 4.1577 0.5312
H -0.6539 -0.6730 -5.3646
C -4.6737 3.0825 -2.7357
H -5.0504 3.8739 -3.3699
N -0.3844 0.1424 -1.5726
C -5.2358 1.8131 -2.7961
H -1.3876 6.5031 -2.5260
C -3.1815 -0.1265 -0.2766
C 1.4437 -3.6791 -1.9513
H -0.2616 -1.5954 2.0641
C 0.8556 -2.1133 0.2856
C 3.0887 2.8772 -0.6414
C -3.6417 3.3332 -1.8476
C 5.0651 4.1124 -1.2477
C 5.6487 3.7819 -0.0325
H 3.3327 3.9481 -2.4915
C 0.0103 -3.1542 -0.0973
C -4.7005 -2.0275 0.5080
C -4.7588 0.8029 -1.9793
S -0.5322 1.6618 3.2251
Ta -0.3209 0.7197 0.6892
H -2.0985 -1.9352 -0.5713
C -4.8038 0.1097 1.5966
C -4.2577 -0.7177 0.6179
H -0.3743 -4.7275 -1.5078
C 0.5323 3.7300 -2.8213
C 1.7100 -4.4310 -3.1462
H 0.2918 3.7008 4.0139
H -2.4120 -1.4102 -3.7664
H -3.2060 4.3208 -1.7805
```

## Properties
Lowest unoccupied orbital energy in eV: -3.8
E_tot in eV: -69741.23843
Total charge: +1

=====

C26H76O36P8S | the ωB97M-V functional and the def2-TZVPD basis

The geometry in XYZ format:
```
147
Properties=species:S:1:pos:R:3
H 1.9617 -4.9718 -5.4633
H -2.0398 4.7609 4.3024
H 1.9009 3.6891 2.6274
C -0.9319 -6.8054 -0.1361
C 0.9349 0.2008 -4.9633
O -1.7998 4.5418 -4.1719
H 2.0857 9.6595 3.2510
O -0.6984 7.8222 6.1012
O 4.9238 -2.5968 1.1030
H -1.6972 -6.6101 -0.8836
H 5.5533 -0.4517 -2.5428
H -0.1207 -0.0485 -5.0076
C -5.9304 -3.6123 -5.6099
H 1.2816 0.7739 -5.8194
O 0.3716 -6.4405 -0.5794
H -0.3304 0.3118 3.0757
O 3.5790 7.1406 2.5506
O 1.8401 -4.6116 -1.5396
H 1.2052 0.9562 5.9599
C -0.8781 -1.4319 -1.7758
H 2.5572 -0.1256 5.9894
H -1.9980 6.3340 8.8519
H -1.6476 -3.7822 -6.6068
O -1.2587 0.2993 6.9584
O -3.6183 3.1786 -5.2702
H 0.9237 9.6634 4.5894
H -3.0224 7.4817 8.1263
H -0.8372 -2.8955 -5.2020
C -0.1461 8.0622 1.9978
O -0.3207 5.3555 5.3048
H -4.1113 1.2486 -6.0217
H -2.9563 -7.5215 -4.0343
O -1.1433 2.4449 -5.5389
P -0.4369 -0.6179 0.6241
O -4.6178 -4.2393 -5.6658
H 3.7145 -5.4079 -2.0612
O 2.6504 -1.2396 -6.9885
H -0.8289 7.2167 1.9295
H -3.6584 5.9065 8.5701
H -1.9140 -0.9068 4.6567
P -0.4304 -0.9170 7.0547
C -1.7333 -3.3603 -5.6080
O 2.8175 -3.1040 -5.1446
H -6.1897 -3.6659 -4.5553
H -0.9311 -7.8956 -0.0173
H -0.3954 1.9799 2.8338
H 0.9355 4.1480 6.9402
O -0.3667 -1.8520 5.7404
O -2.2673 -4.3366 -4.7279
H -1.9349 -1.2196 -1.9569
H 3.0740 4.6675 1.7991
H -0.0553 -8.2346 -3.2000
H 0.9585 -3.1996 2.0867
O 4.9239 -0.1817 1.6729
H -0.5468 -1.4762 -2.8180
H -0.9431 -6.6923 -3.5964
H 0.5306 -3.3648 7.5971
H 0.2682 -7.2664 -4.6751
H -0.5599 8.8409 1.3437
O -4.1580 -3.2699 -3.3010
O -0.6397 -4.6500 -2.0440
O 1.7169 7.8284 4.1240
H 2.9146 -6.1324 -0.6373
O 1.1251 -0.6626 7.3159
C 0.1382 1.1060 2.4780
H -0.2169 4.0713 -2.7852
C -0.2628 -3.2145 8.3264
H -2.3463 -2.3463 5.1514
H -0.7773 -2.4543 -1.4146
H -2.3877 -2.4812 -5.6627
P 2.8082 -1.5549 -5.5678
H 5.0235 -2.0646 -2.1313
C -1.4190 -1.8788 4.7993
C 1.8349 0.3705 6.6360
O 0.9167 -1.4260 0.9932
C -1.0802 4.7176 -2.9640
C -2.8105 6.4086 8.1110
C 3.5820 -0.5535 -1.4442
H -2.8327 0.4180 -4.0022
O 4.1185 -0.9383 -4.8992
H 5.4546 -1.5910 -6.5041
O -4.0043 -5.7865 -3.7643
H 1.4115 4.5749 1.0981
H -3.7843 -6.9084 -5.5623
P 0.5543 -5.4846 -1.8312
O 5.7346 -1.0193 -0.5722
C 2.0081 4.5808 2.0093
O 1.4369 5.6188 2.8267
O 1.0748 -6.4426 -3.0446
H -5.9881 -2.6235 -6.0572
O 3.4001 -1.0912 -0.1292
H -1.7618 4.5039 -2.1361
O 1.1857 7.7659 1.6517
C 5.0015 -1.0224 -1.7999
S 4.7833 -1.2337 0.6926
C 1.8668 9.2504 4.2385
H 2.2518 1.0761 7.3490
C -1.2449 4.3318 4.9112
H 2.6833 9.4478 4.9269
H 6.0732 -1.3357 -4.9233
O -0.2294 -0.4681 -0.9526
H -1.1515 -6.4401 0.8649
P -2.1437 3.0721 -4.6465
H -1.0287 -3.9661 8.1217
H 3.5659 -4.4766 -0.5263
H 1.7110 -3.3961 0.5503
H 0.0397 -3.3506 9.3632
H -1.0995 -2.2051 3.8157
H -0.7502 3.6584 4.2073
H 5.7983 0.0355 -5.7728
H -5.0086 2.5995 -6.5427
H -3.3952 2.4144 -7.2213
H -0.2912 8.6295 2.9213
H -1.5139 3.7254 5.7726
C 1.6808 -3.9213 -5.4577
H -0.7169 5.7349 -2.8337
C -3.9806 2.2936 -6.3116
O 0.1557 5.9591 7.6951
H -0.0112 -3.3072 0.8204
C 5.3358 -0.9432 -5.6410
H 1.1837 0.9754 2.7485
H -6.6949 -4.1858 -6.1370
C 0.9442 -2.8150 1.0540
O -0.1106 0.8627 1.0902
O -2.2138 5.9020 6.9347
P -3.8002 -4.2961 -4.2880
O 1.6359 -1.0093 -4.5955
H 3.4851 0.5283 -1.3501
P -0.7574 6.4031 6.4556
C 3.0970 -5.2068 -1.1867
C -3.1594 1.1587 -3.2626
H -3.1103 0.6400 -2.3048
H -4.6971 -7.5958 -4.2490
P 2.1231 7.0554 2.7767
C -3.8053 -7.0118 -4.4796
H 1.0943 -3.5938 -6.3108
H 2.8421 -0.9624 -2.1275
C 0.0037 -7.2332 -3.6177
O -1.6908 -1.1734 1.1400
O -2.3661 2.3181 -3.2348
H 0.2650 4.0908 8.5691
H 1.8190 4.9092 8.2479
H 1.0222 -3.8978 -4.5872
H -4.2302 1.2916 -3.4432
C 0.8207 4.7099 7.8666
H 1.0757 0.8807 -4.1196
O -0.8218 -1.8983 8.2665
```

## Properties
SMILES: COP(=O)(OC)OC.COP(=O)(OC)OC.COP(=O)(OC)OC.COP(=O)(OC)OC.COP(=O)(OC)OC.COP(=O)(OC)OC.COP(=O)(OC)OC.COP(=O)(OC)OC.O=S1(=O)OCCO1
Lowest unoccupied orbital energy in eV: 0.3
E_tot in eV: -187065.28697